# 1
ORCA calculation (ωB97M-V with the def2-TZVPD basis set) on 7 unconnected molecules or ions with the total composition C25H54Br2N6O12P2.

```
! wB97M-V def2-TZVPD RIJCOSX def2/J DEFGRID3
* xyz 0 1
C 0.71335 -1.27448 7.23825
C 0.69082 0.16844 6.38972
Br 1.53824 1.50583 7.67632
C 1.59971 -0.09609 5.06088
C 1.45263 0.97112 3.84376
P 3.17574 1.05201 2.98294
P 4.72706 1.81056 4.33008
O 4.38573 1.68504 5.86869
O 5.08491 3.53063 4.06390
O 6.16456 0.79664 4.08127
O 0.57252 0.21668 2.88959
C -0.82846 0.74393 3.00073
O -1.89775 0.40738 2.26914
O -0.84605 1.80707 4.06060
C 0.53817 2.31501 3.96369
C 1.01632 3.59407 4.86551
Br 0.46622 3.17295 2.11216
H -0.38016 -1.62043 7.52088
H 1.32140 -1.13883 8.25638
H 1.30244 -2.06981 6.61485
H -0.44176 0.38795 6.20249
H 1.26837 -1.15911 4.63033
H 2.71491 -0.27054 5.44627
H 3.16112 2.02708 1.88350
H 5.66076 3.76779 4.86589
H 6.30759 0.64015 3.09335
H 0.90021 4.58144 4.20435
H 0.25648 3.75019 5.77286
H 2.14020 3.57734 5.20377
C 0.38635 -1.17699 -2.82789
C 1.28649 -0.95071 -1.64527
O 2.50524 -1.08783 -1.71608
N 0.71205 -0.58156 -0.46335
C -0.68695 -0.37028 -0.17890
H 0.98798 -1.46522 -3.69488
H -0.31891 -1.98404 -2.61183
H -0.15108 -0.25600 -3.07006
H 1.38242 -0.44817 0.28529
H -0.81076 0.65869 0.16661
H -0.97716 -1.05529 0.62108
H -1.32027 -0.53988 -1.05045
C 2.12462 1.97913 -3.20583
C 1.03048 2.82952 -2.62296
O -0.10030 2.39287 -2.42333
N 1.32255 4.12617 -2.31220
C 2.57795 4.82036 -2.46974
H 1.74095 0.97335 -3.40052
H 2.46792 2.40799 -4.15116
H 2.95499 1.90213 -2.49854
H 0.53537 4.63402 -1.92477
H 2.89399 5.17624 -1.48639
H 2.41084 5.67792 -3.12555
H 3.35607 4.18455 -2.89368
C -4.77516 -1.04572 -4.46467
C -3.84311 -1.35105 -3.32533
O -2.81466 -2.00499 -3.47977
N -4.16748 -0.87770 -2.08682
C -5.31965 -0.09783 -1.70334
H -4.38362 -1.48811 -5.38538
H -5.76111 -1.47460 -4.26624
H -4.85150 0.03597 -4.60540
H -3.49183 -1.12417 -1.37240
H -4.96496 0.84304 -1.27619
H -5.86711 -0.65527 -0.93982
H -5.98090 0.11138 -2.54502
C -0.24272 0.91625 -5.90158
C 1.16667 0.55391 -6.27894
O 1.98851 0.17465 -5.44832
N 1.52559 0.65629 -7.59190
C 0.71421 1.07812 -8.70836
H -0.37766 0.78431 -4.82404
H -0.43878 1.96287 -6.14972
H -0.94855 0.26273 -6.42157
H 2.48939 0.39531 -7.76691
H 0.68612 0.26209 -9.43417
H 1.19177 1.94837 -9.16446
H -0.30306 1.33562 -8.41122
C 5.59324 -3.24742 3.40163
C 6.24639 -2.30870 2.42580
O 5.79151 -1.19248 2.18850
N 7.38064 -2.72854 1.79302
C 8.06552 -3.99103 1.93370
H 4.70237 -2.77338 3.82394
H 5.28840 -4.16484 2.89091
H 6.28330 -3.47719 4.21815
H 7.76120 -2.04169 1.15187
H 9.08529 -3.78774 2.26871
H 8.09845 -4.46973 0.95229
H 7.57441 -4.65513 2.64591
C -9.96500 -1.98211 -1.15927
C -8.84174 -1.55840 -0.25439
O -8.11471 -0.60394 -0.51828
N -8.63906 -2.26986 0.89275
C -9.37715 -3.41173 1.37659
H -10.00120 -1.32142 -2.03040
H -9.79910 -3.00530 -1.50709
H -10.91899 -1.90965 -0.62979
H -7.86520 -1.92425 1.44894
H -9.78981 -3.15821 2.35584
H -8.67902 -4.24488 1.48564
H -10.18623 -3.70082 0.70483
*
```

The calculation puts the HOMO-LUMO gap at 0.2989 Ha. The structure (SMILES) is C[C@@H](Br)C[C@@]1(PP(=O)(O)O)OC(=O)O[C@]1(C)Br.CNC(C)=O.CNC(C)=O.CNC(C)=O.CNC(C)=O.CNC(C)=O.CNC(C)=O.

Results of the Löwdin charge analysis, in e, for atoms 1 through 6: atom 1 (C): -0.171, atom 2 (C): -0.623, atom 3 (Br): 0.622, atom 4 (C): -0.200, atom 5 (C): -0.565, atom 6 (P): 0.915

# 2
ORCA calculation (ωB97M-V with the def2-TZVPD basis set) on 10 unconnected molecules or ions with the total composition C25H55Br10N5O5.

```
! wB97M-V def2-TZVPD RIJCOSX def2/J DEFGRID3
* xyz 0 1
Br -2.48961 -0.86012 -3.22727
C -3.43824 0.66308 -4.08246
C -2.65166 1.94685 -3.89857
Br -3.69428 3.41911 -4.67094
H -4.41250 0.63438 -3.61633
H -3.41877 0.47352 -5.15294
H -1.74871 1.96833 -4.48905
H -2.56207 2.19203 -2.84511
Br 1.88891 5.71793 0.76791
C 0.84223 4.56576 2.03958
C 1.85264 3.64373 2.70505
Br 0.73435 2.36733 3.73522
H 0.07471 4.06124 1.46631
H 0.41960 5.25765 2.76109
H 2.53809 4.13538 3.38036
H 2.35231 3.08453 1.92060
Br -0.62032 -1.18939 -6.42943
C 1.14384 -0.65853 -5.75624
C 2.14230 -0.87629 -6.89117
Br 3.88238 -0.65628 -5.96637
H 1.36247 -1.30850 -4.91559
H 1.09347 0.37103 -5.42715
H 2.02549 -0.09448 -7.63079
H 2.16119 -1.89898 -7.23824
Br -3.18117 2.56845 4.23887
C -3.08237 1.83001 2.44734
C -4.00405 0.66556 2.22288
Br -3.96644 0.08432 0.32828
H -2.04516 1.56250 2.25616
H -3.26811 2.65245 1.75932
H -5.03196 0.92485 2.47020
H -3.77294 -0.21552 2.81041
Br -0.44634 -0.24270 1.16320
C -0.19487 1.14813 -0.19287
C 0.63209 0.56592 -1.31004
Br 0.80641 1.70492 -2.88972
H 0.32367 2.01223 0.21680
H -1.15822 1.48146 -0.57393
H 0.34981 -0.41513 -1.68098
H 1.66338 0.42184 -0.98861
C 3.25318 0.08000 2.51517
O 3.93644 0.98273 2.97446
N 3.78375 -0.99124 1.88340
C 2.95663 -2.08020 1.40623
C 5.21979 -1.15485 1.66664
H 2.15425 0.02323 2.47769
H 1.90563 -1.80285 1.43186
H 3.10660 -2.96296 2.04000
H 3.24433 -2.35824 0.39119
H 5.77672 -0.43999 2.26338
H 5.49146 -2.18764 1.86430
H 5.38750 -0.87922 0.62179
C -1.99398 4.67034 -0.52181
O -1.60907 3.76744 -1.23710
N -1.75611 5.97549 -0.76479
C -0.80727 6.41836 -1.76545
C -2.39782 7.01336 0.01432
H -2.68124 4.58786 0.33588
H 0.19845 6.48366 -1.35553
H -1.14964 7.33806 -2.23766
H -0.78960 5.68780 -2.57666
H -2.98434 6.63554 0.85220
H -1.67505 7.70293 0.45608
H -3.07298 7.57692 -0.63353
C 3.55059 -1.87330 -2.63759
O 2.62798 -1.54094 -1.90877
N 4.12841 -3.08453 -2.59099
C 5.30348 -3.43738 -3.34845
C 3.64098 -4.06793 -1.63793
H 3.99807 -1.29069 -3.46050
H 5.41265 -4.47848 -3.62766
H 6.20424 -3.09131 -2.82584
H 5.30228 -2.79606 -4.23583
H 4.37155 -4.29936 -0.85849
H 2.73344 -3.77805 -1.11919
H 3.39954 -4.99393 -2.16611
C -0.28650 -4.07451 1.50105
O -0.21906 -4.70464 2.53385
N -1.38279 -4.04009 0.68954
C -1.31810 -3.34337 -0.56470
C -2.57488 -4.79636 0.95286
H 0.50570 -3.43977 1.06767
H -2.17438 -2.67749 -0.70651
H -1.21972 -3.97939 -1.45217
H -0.44373 -2.68727 -0.57319
H -3.46402 -4.17223 0.83815
H -2.60045 -5.70476 0.34750
H -2.62485 -5.09106 2.00260
C -2.33605 -3.06441 6.44831
O -1.75222 -4.12983 6.46763
N -2.49694 -2.23616 5.40305
C -3.40188 -1.09653 5.47851
C -2.00478 -2.62340 4.07779
H -2.75509 -2.63011 7.37718
H -3.62410 -0.89871 6.52199
H -4.30514 -1.36181 4.91508
H -2.95763 -0.24678 4.95380
H -1.73505 -3.67320 4.11023
H -2.83062 -2.50122 3.36447
H -1.27014 -1.89006 3.74479
*
```

The calculation puts the HOMO-LUMO gap at 0.3426 Ha. The structure (SMILES) is CN(C)C=O.CN(C)C=O.CN(C)C=O.CN(C)C=O.CN(C)C=O.BrCCBr.BrCCBr.BrCCBr.BrCCBr.BrCCBr.

Results of the Löwdin charge analysis, in e, for atoms 1 through 6: atom 1 (Br): 0.578, atom 2 (C): -0.636, atom 3 (C): -0.701, atom 4 (Br): 0.608, atom 5 (H): 0.047, atom 6 (H): 0.043

# 3
ORCA calculation (ωB97M-V with the def2-TZVPD basis set) on 4 unconnected molecules or ions with the total composition C25H55BrF3N3O3S.

```
! wB97M-V def2-TZVPD RIJCOSX def2/J DEFGRID3
* xyz 0 1
C -3.60619 2.56489 3.17631
C -3.03786 2.14761 1.68158
C -1.45748 1.60148 1.72449
Br -0.48251 2.78421 0.37824
O -1.51607 0.18984 1.31453
S -0.15563 -0.69715 1.83169
O 1.10048 0.25314 1.93941
O -0.33566 -1.29822 3.43029
C -1.71778 -1.72290 3.70168
C -2.28470 -0.75441 4.91011
C -0.94698 -0.29683 5.79786
F -0.06116 -1.28510 6.50901
C -0.60264 1.15537 5.87027
F -1.53473 2.09969 6.57139
F 0.62605 1.77762 5.28700
H -2.76409 2.98912 3.89084
H -4.20680 1.66469 3.64408
H -4.40250 3.43228 3.01154
H -3.75272 1.38494 1.10682
H -3.08875 3.14776 1.03263
H -1.08561 1.78368 2.82266
H -2.41290 -1.78778 2.76246
H -1.63775 -2.81474 4.17789
H -3.06730 -1.29666 5.61578
H -2.72040 0.21736 4.41458
C -3.61908 -0.50174 -1.33010
C -2.97590 -1.86667 -1.09831
N -3.92208 -2.98202 -1.16191
C -3.37942 -4.23821 -0.63575
C -2.19728 -4.85791 -1.37327
C -4.69898 -3.10307 -2.39824
C -3.92689 -3.22960 -3.70817
H -4.46402 -0.34121 -0.65294
H -2.88684 0.29185 -1.14451
H -3.97031 -0.38693 -2.35974
H -2.52942 -1.83720 -0.09426
H -2.14727 -1.99456 -1.80167
H -4.18392 -4.98184 -0.56939
H -3.07505 -4.06457 0.40372
H -2.50191 -5.30908 -2.31880
H -1.76590 -5.66023 -0.76356
H -1.40073 -4.13480 -1.56723
H -5.35575 -2.23121 -2.47679
H -5.38968 -3.95353 -2.31501
H -3.12248 -2.49501 -3.79674
H -4.60854 -3.06112 -4.54954
H -3.50752 -4.22718 -3.83874
C 0.19692 -2.86033 -4.84366
C 0.30227 -2.18073 -6.20654
N -0.62398 -1.06017 -6.37905
C -0.74848 -0.61498 -7.77032
C 0.49284 -0.03093 -8.43621
C -0.53827 0.01071 -5.38276
C 0.81020 0.70146 -5.20240
H -0.83298 -3.16353 -4.63009
H 0.82056 -3.76101 -4.82692
H 0.54350 -2.20881 -4.03613
H 0.07384 -2.94871 -6.95911
H 1.34097 -1.88071 -6.37618
H -1.56639 0.11286 -7.84696
H -1.08146 -1.47131 -8.36959
H 0.71663 0.97093 -8.06662
H 0.32042 0.06024 -9.51487
H 1.37496 -0.66240 -8.30165
H -0.83997 -0.39825 -4.41354
H -1.29717 0.77493 -5.60026
H 1.63923 -0.00596 -5.11994
H 0.79693 1.28856 -4.27714
H 1.02233 1.39821 -6.01334
C 3.42741 1.39710 4.34057
C 4.88868 1.76681 4.58229
N 5.48278 2.55661 3.50221
C 6.94442 2.64182 3.57766
C 7.54657 3.35572 4.78313
C 4.79809 3.80620 3.16096
C 4.60469 4.83231 4.27350
H 3.29832 0.90191 3.37291
H 3.08421 0.70563 5.11807
H 2.77483 2.27446 4.37344
H 5.44092 0.82089 4.67503
H 4.97372 2.27078 5.55001
H 7.32877 3.10887 2.66183
H 7.34302 1.62007 3.55691
H 7.42121 4.43751 4.71678
H 8.62503 3.16324 4.82088
H 7.12246 3.00823 5.72884
H 3.81205 3.55714 2.75681
H 5.31750 4.29145 2.32309
H 4.21845 4.38858 5.19461
H 3.87669 5.58525 3.95093
H 5.52795 5.36531 4.50063
*
```

The calculation puts the HOMO-LUMO gap at 0.2328 Ha.

Results of the Löwdin charge analysis, in e, for atoms 1 through 6: atom 1 (C): -0.134, atom 2 (C): -0.251, atom 3 (C): -0.661, atom 4 (Br): 0.636, atom 5 (O): -0.438, atom 6 (S): 1.051